Computed, not measured: 2 unconnected molecules or ions with the total composition C5H9NO, with ωB97M-V with the def2-TZVPD basis set.

Its HOMO-LUMO gap is 8.98 eV. As for the electronic energy: -325.7727 Ha. The relative energy (zero: lowest compared OMol25 entry of this formula, charge and spin) comes out at 4.4861 eV.

```
! RIJCOSX wB97M-V def2-TZVPD def2/J DEFGRID3
* xyz 0 1
N 2.64 0.55 0.21
C 1.47 0.25 -0.10
C 0.91 -1.14 -0.11
C -0.54 -1.13 0.37
C -1.31 -0.15 -0.50
C -0.69 1.19 -0.83
O 0.61 1.28 -0.57
H 2.80 1.55 0.09
H 0.94 -1.50 -1.15
H 1.57 -1.77 0.48
H -0.59 -0.83 1.42
H -0.97 -2.14 0.31
H -1.46 -0.57 -1.51
H -2.32 0.05 -0.13
H -1.56 2.08 1.38
H -1.50 2.27 0.65
*
```

Mulliken atomic charge list, values in e, 6 entries:
1 N -0.648
2 C 0.473
3 C -0.484
4 C -0.436
5 C -0.347
6 C -0.602

Computed, not measured: a single C5H8O2 molecule, with ωB97M-V with the def2-TZVPD basis set.

Its HOMO-LUMO gap is 10.32 eV. Its SMILES is C[C@@]1(O)CCC1=O. As for the electronic energy: -345.7654 Ha. The relative energy (zero: lowest compared OMol25 entry of this formula, charge and spin) comes out at 1.0760 eV.

```
! RIJCOSX wB97M-V def2-TZVPD def2/J DEFGRID3
* xyz 0 1
C 0.80 -1.23 1.00
C -0.17 -0.43 0.13
O -1.39 -1.14 -0.01
C -0.45 1.04 0.53
C -0.07 1.55 -0.89
C 0.24 0.10 -1.27
O 0.55 -0.47 -2.28
H 0.21 -1.72 1.77
H 1.33 -2.00 0.42
H 1.56 -0.60 1.49
H -1.22 -1.89 -0.59
H -1.50 1.18 0.80
H 0.19 1.41 1.33
H -0.88 1.99 -1.47
H 0.81 2.21 -0.95
*
```

Mulliken atomic charge list, values in e, 6 entries:
1 C -1.494
2 C 1.628
3 O -0.603
4 C -1.046
5 C -0.314
6 C -0.125

Computed, not measured: 2 unconnected molecules or ions with the total composition C5H16N2O in a non-equilibrium geometry, with ωB97M-V with the def2-TZVPD basis set.

Its HOMO-LUMO gap is 9.36 eV. Its SMILES is CCCCNCN.O. As for the electronic energy: -384.8145 Ha. The relative energy (zero: lowest compared OMol25 entry of this formula, charge and spin) comes out at 1.1872 eV.

```
! RIJCOSX wB97M-V def2-TZVPD def2/J DEFGRID3
* xyz 0 1
C -2.13 1.04 -1.58
C -0.82 0.36 -1.20
C 0.17 1.43 -0.65
C 0.21 1.37 0.90
N 0.89 0.18 1.37
C 0.21 -0.73 2.33
N -0.16 -2.00 1.80
H -2.79 1.15 -0.72
H -2.73 0.34 -2.16
H -1.97 1.95 -2.15
H -0.33 -0.02 -2.09
H -0.88 -0.44 -0.46
H 1.20 1.21 -0.93
H -0.12 2.42 -0.99
H -0.84 1.27 1.21
H 0.61 2.29 1.33
H 1.33 -0.41 0.67
H 0.87 -0.80 3.17
H -0.71 -0.22 2.63
H 0.58 -2.66 1.71
H -0.89 -2.05 1.10
O 1.61 -1.34 -2.38
H 2.30 -0.67 -2.27
H 0.87 -1.00 -1.86
*
```

Mulliken atomic charge list, values in e, 6 entries:
1 C -1.430
2 C 0.068
3 C -0.650
4 C -0.474
5 N -0.310
6 C -0.594

Computed, not measured: a gas-phase ion, C5H10NO (charge -1) in a non-equilibrium geometry, with ωB97M-V with the def2-TZVPD basis set.

Its HOMO-LUMO gap is 6.31 eV. Its SMILES is C=NCCCC[O-]. As for the electronic energy: -326.4346 Ha. The relative energy (zero: lowest compared OMol25 entry of this formula, charge and spin) comes out at 1.3795 eV.

```
! RIJCOSX wB97M-V def2-TZVPD def2/J DEFGRID3
* xyz -1 1
C 1.25 2.22 1.60
N 0.17 1.55 1.55
C 0.10 0.64 0.42
C -1.33 0.04 0.17
C -1.25 -0.82 -1.08
C 0.09 -1.58 -1.58
O 1.03 -1.86 -0.70
H 1.42 3.04 2.30
H 2.14 2.01 0.99
H 0.79 -0.20 0.58
H 0.36 0.97 -0.60
H -1.98 0.93 0.15
H -1.71 -0.44 1.08
H -1.78 -0.32 -1.89
H -1.90 -1.67 -0.86
H -0.36 -2.45 -2.11
H 0.48 -0.91 -2.45
*
```

Mulliken atomic charge list, values in e, 6 entries:
1 C -0.278
2 N -0.509
3 C -0.525
4 C -0.510
5 C -0.728
6 C -0.444

Computed, not measured: a single C5H13NO3S molecule in a non-equilibrium geometry, with ωB97M-V with the def2-TZVPD basis set.

Its HOMO-LUMO gap is 11.13 eV. Its SMILES is CC[N+](C)(CC)S(=O)(=O)[O-]. As for the electronic energy: -876.9030 Ha. The relative energy (zero: lowest compared OMol25 entry of this formula, charge and spin) comes out at 1.3763 eV.

```
! RIJCOSX wB97M-V def2-TZVPD def2/J DEFGRID3
* xyz 0 1
C -1.43 0.41 -1.52
C -1.21 0.80 -0.08
N 0.21 0.82 0.21
C 0.52 1.03 1.68
C 1.09 -0.26 -0.31
C 1.03 -1.75 0.26
S 1.07 2.48 -0.93
O -0.12 3.25 -0.94
O 1.31 1.81 -2.18
O 2.08 2.83 0.02
H -2.45 0.62 -1.97
H -0.67 1.11 -2.06
H -1.24 -0.69 -1.77
H -1.74 0.22 0.66
H -1.60 1.93 0.09
H 1.44 0.61 1.95
H 0.32 2.14 1.92
H -0.30 0.62 2.34
H 1.03 -0.24 -1.37
H 2.05 0.12 -0.09
H 1.52 -2.25 -0.49
H 1.71 -1.80 1.17
H 0.09 -2.27 0.28
*
```

Mulliken atomic charge list, values in e, 6 entries:
1 C -0.936
2 C -0.417
3 N 0.112
4 C -0.943
5 C -1.076
6 C -1.323

Computed, not measured: 2 unconnected molecules or ions with the total composition C2H7NO3 in a non-equilibrium geometry, with ωB97M-V with the def2-TZVPD basis set.

Its HOMO-LUMO gap is 10.15 eV. Its SMILES is CNC(=O)O.O. As for the electronic energy: -360.8962 Ha. The relative energy (zero: lowest compared OMol25 entry of this formula, charge and spin) comes out at 0.4738 eV.

```
! RIJCOSX wB97M-V def2-TZVPD def2/J DEFGRID3
* xyz 0 1
C 0.98 0.89 1.43
N 0.93 -0.45 0.92
C 0.74 -0.76 -0.39
O 0.45 -1.89 -0.75
O 0.86 0.29 -1.20
H 0.99 0.84 2.55
H 1.77 1.55 1.07
H 0.15 1.53 1.08
H 0.37 -1.00 1.54
H 0.27 0.17 -1.96
O -2.16 -0.22 -1.28
H -2.39 -1.15 -1.41
H -2.96 0.21 -1.60
*
```

Mulliken atomic charge list, values in e, 6 entries:
1 C -0.781
2 N -0.226
3 C 0.619
4 O -0.607
5 O -0.467
6 H 0.287

Computed, not measured: a single C3H2O2 molecule in a non-equilibrium geometry, with ωB97M-V with the def2-TZVPD basis set.

Its HOMO-LUMO gap (alpha / beta) is 8.10 / 8.92 eV. As for the electronic energy: -265.8292 Ha. The relative energy (zero: lowest compared OMol25 entry of this formula, charge and spin) comes out at 0.0000 eV.

```
! RIJCOSX wB97M-V def2-TZVPD def2/J DEFGRID3
* xyz 0 3
C -0.47 -0.22 0.59
C -0.73 1.09 0.10
C 0.63 -0.49 -0.30
O -0.77 2.08 -0.50
O -1.06 -0.99 1.34
H 0.82 -1.46 -0.72
H 1.58 -0.01 -0.51
*
```

Mulliken atomic charge list, values in e, 6 entries:
1 C 0.461
2 C 0.437
3 C -0.781
4 O -0.300
5 O -0.499
6 H 0.341

Computed, not measured: a single C17H19NO4S molecule in a non-equilibrium geometry, with ωB97M-V with the def2-TZVPD basis set.

Its HOMO-LUMO gap is 8.12 eV. Its SMILES is CCOC(=O)c1c(NC(=O)c2ccco2)sc2c1CCCCC2. As for the electronic energy: -1413.1325 Ha. The relative energy (zero: lowest compared OMol25 entry of this formula, charge and spin) comes out at 0.5204 eV.

```
! RIJCOSX wB97M-V def2-TZVPD def2/J DEFGRID3
* xyz 0 1
C 1.42 4.74 -0.78
C 1.51 4.03 0.56
O 1.71 2.63 0.41
C 0.62 1.88 0.19
O -0.50 2.37 0.15
C 0.88 0.46 0.05
C -0.19 -0.42 -0.02
N -1.51 -0.06 0.00
C -2.51 -0.99 -0.04
O -2.26 -2.18 -0.10
C -3.86 -0.43 -0.01
C -4.30 0.88 0.05
C -5.71 0.81 0.05
C -6.02 -0.52 -0.02
O -4.91 -1.26 -0.05
S 0.28 -2.06 -0.10
C 1.97 -1.59 -0.09
C 2.14 -0.24 -0.01
C 3.47 0.46 -0.04
C 4.54 -0.32 -0.79
C 5.20 -1.42 0.03
C 4.20 -2.31 0.77
C 2.99 -2.67 -0.08
H 0.55 4.38 -1.33
H 2.31 4.54 -1.37
H 1.33 5.81 -0.63
H 2.38 4.38 1.13
H 0.59 4.21 1.14
H -1.66 0.95 0.05
H -3.71 1.77 0.09
H -6.39 1.63 0.09
H -6.96 -1.03 -0.04
H 3.33 1.42 -0.52
H 3.80 0.66 0.98
H 4.10 -0.74 -1.70
H 5.32 0.38 -1.11
H 5.81 -2.04 -0.64
H 5.88 -0.97 0.76
H 4.71 -3.22 1.09
H 3.85 -1.81 1.67
H 3.31 -2.90 -1.10
H 2.52 -3.58 0.31
*
```

Mulliken atomic charge list, values in e, 6 entries:
1 C -1.114
2 C -0.334
3 O -0.318
4 C 1.138
5 O -0.792
6 C -1.023